# 1
A structure of composition C12H20F9KNO9S3 in a non-equilibrium geometry. Source: the Open Molecules 2025 dataset; level of theory: wB97M-V/def2-TZVPD.

The value obtained for the energy is -105973.96471 eV. As for the energy above the lowest of the compared OMol25 structures with the same formula, charge and spin: 0.0 kcal/mol. The calculation puts the HOMO energy at -0.199 Eh. For the max |F|, the calculation gives 4.13 eV/A. The frontier orbital gap comes out at 5.559 eV. The charge is -1.

Each line ends with the Löwdin charge.
Element x y z (Å)
H -0.77 4.39 2.36  0.1157
C -3.51 -3.89 -2.83  -0.6567
O -1.06 -4.88 -2.21  -0.3797
C -4.67 1.84 -0.78  -0.2288
F 7.33 1.86 -1.01  0.1302
O 4.27 -8.12 2.91  -0.3697
C 0.03 3.07 0.84  -0.1646
C -2.71 4.00 0.23  -0.1408
H -3.81 1.89 1.21  0.1352
F 7.31 -7.77 3.90  0.1153
O 6.20 -0.95 -1.20  -0.3407
H -2.62 2.70 -2.32  0.1048
O -1.27 -2.48 -2.15  -0.3956
H -3.16 0.64 0.01  0.1457
C -5.97 1.08 -0.49  -0.0774
H -1.59 1.50 -1.74  0.1178
C -0.44 4.46 1.33  -0.1638
F -3.78 -4.10 -1.53  0.0860
C 6.54 -6.76 3.53  -0.6908
H -0.81 1.08 0.50  0.1335
F 7.37 -5.81 3.06  0.1061
F -4.08 -2.75 -3.19  0.1100
H -5.84 0.22 0.15  0.0798
H 0.84 2.71 1.48  0.1312
O -1.27 -3.66 -4.36  -0.3514
F 5.29 1.99 -1.64  0.0727
H -1.54 1.85 1.82  0.1304
S -1.56 -3.68 -2.92  0.4840
H 0.52 3.12 -0.13  0.1188
K 1.47 -3.17 1.32  0.9205
O 4.68 -6.07 1.75  -0.3908
H -0.99 3.19 -1.54  0.0926
N -2.34 2.57 -0.08  -0.2252
S 5.74 -0.10 -0.10  0.4640
H -6.72 1.63 0.08  0.0731
S 5.26 -7.33 2.19  0.4653
H -3.42 4.44 -0.47  0.1366
H -1.98 5.83 0.91  0.1248
C -1.12 2.07 0.84  -0.0582
C -1.57 4.96 0.39  -0.1670
H -3.15 3.92 1.22  0.1357
C -3.52 1.65 0.19  -0.1339
O 6.47 -0.24 1.17  -0.3776
F 5.83 2.60 0.45  0.1168
H -6.45 0.87 -1.45  0.0833
O 4.32 -0.20 0.13  -0.3942
H -4.94 2.89 -0.73  0.1034
H -4.26 1.53 -1.75  0.1085
H 0.46 5.08 1.35  0.1194
O 5.93 -7.98 1.05  -0.3592
F -3.93 -4.87 -3.63  0.1302
C -1.86 2.54 -1.56  0.0560
H -1.12 5.19 -0.57  0.1186
C 6.09 1.78 -0.57  -0.6469
F 5.88 -6.32 4.56  0.1469

***

# 2
A structure of composition C12H20KN3O4S2 in a non-equilibrium geometry. Source: the Open Molecules 2025 dataset; level of theory: wB97M-V/def2-TZVPD.

The value obtained for the energy is -63425.13814 eV. As for the energy above the lowest of the compared OMol25 structures with the same formula, charge and spin: 14.4 kcal/mol. The calculation puts the HOMO energy at -0.306 Eh. For the max |F|, the calculation gives 1.72 eV/A. The frontier orbital gap comes out at 8.440 eV.

Each line ends with the Löwdin charge.
Element x y z (Å)
H -3.42 -1.60 0.76  0.1147
C -1.67 3.01 -1.30  -0.9127
N -1.29 2.94 -2.59  0.1012
C 3.92 -0.08 2.06  -0.5314
H -0.71 3.69 -2.94  0.0940
O 4.01 0.21 0.64  -0.0251
C -2.12 -1.18 -0.89  -0.4188
O 2.14 1.43 2.54  -0.1961
H -5.41 -1.90 -0.67  0.1087
C 0.18 -2.41 -0.14  -0.2123
H 4.61 1.88 2.60  0.0816
O 1.60 -0.71 2.16  -0.0409
N -3.07 1.97 0.38  0.0367
H -5.22 -1.61 -3.12  0.1057
C 4.84 0.84 2.82  -0.0305
C 2.42 0.22 2.32  -0.6834
H 3.60 -2.19 1.72  0.0749
H -1.83 2.41 -3.26  0.1048
H 4.74 0.70 3.90  0.0932
H 4.16 -1.80 3.35  0.0927
H -1.05 -0.72 -2.68  0.1134
S -1.03 4.12 -0.19  0.5858
H -3.04 -1.04 -4.14  0.1058
O 0.08 0.18 -0.58  -0.6778
K 1.15 1.91 0.55  0.8247
H 0.45 -2.42 -1.20  0.0674
H 4.92 0.10 0.37  0.0879
H -0.47 -3.25 0.10  0.0678
N -2.62 2.12 -0.94  -0.0888
C -4.35 -1.49 -2.49  -0.0759
C -3.12 -1.16 -3.06  -0.0789
H 5.30 -1.74 2.00  0.0826
H 5.88 0.63 2.56  0.0828
S -0.71 -0.90 0.15  0.9420
H -2.77 1.31 -1.52  0.1084
C -4.46 -1.66 -1.12  -0.0682
H 1.05 -2.38 0.51  0.0433
H -2.27 1.70 0.95  0.0646
C 4.26 -1.54 2.29  -0.0299
C -2.00 -1.00 -2.27  -0.0969
C -3.34 -1.50 -0.31  -0.0813
H -3.34 2.89 0.70  0.0642

***

# 3
A structure of composition C12H20N2O3V. Source: the Open Molecules 2025 dataset; level of theory: wB97M-V/def2-TZVPD.

The value obtained for the energy is -47565.52345 eV. As for the energy above the lowest of the compared OMol25 structures with the same formula, charge and spin: 0.6 kcal/mol. The calculation puts the HOMO energy (spin up / spin down) at -0.578 / -0.609 Eh. For the max |F|, the calculation gives 0.12 eV/A. The frontier orbital gap (spin up / spin down) comes out at 9.508 / 10.123 eV. The charge is +2. The multiplicity is 4.

Each line ends with the Löwdin spin population.
Element x y z (Å)
C 1.39 1.28 -1.64  0.0116
H -3.76 0.75 -2.93  -0.0003
C -0.52 1.70 -3.23  -0.0010
H 2.26 4.19 1.02  -0.0001
H 1.75 0.36 -1.18  0.0072
C 0.85 -0.65 3.62  0.0053
H -0.32 -3.87 -1.24  0.0003
H -1.41 -3.33 1.77  0.0006
C 0.57 -2.67 2.35  0.0064
H -2.80 -0.24 -0.88  0.0048
C -2.17 0.32 -1.57  0.0180
H 0.50 -3.18 3.31  0.0000
N 1.59 2.38 -0.71  0.0049
C -2.71 0.87 -2.71  -0.0011
C 1.48 3.54 1.42  -0.0002
H 1.94 -0.66 3.49  0.0005
V -0.21 -0.39 0.64  2.8010
H 0.58 -1.18 4.53  0.0001
C 1.27 2.33 0.57  0.0079
H 2.01 1.46 -2.52  0.0006
H 0.16 2.23 -3.87  -0.0001
N -0.87 0.43 -1.23  0.0120
C -1.86 1.57 -3.56  0.0105
H 0.55 4.10 1.47  0.0003
H 1.75 3.23 2.43  0.0001
C -0.40 -3.27 1.36  0.0058
H 1.59 -2.74 1.98  0.0014
H -0.94 -2.29 -1.78  0.0006
O -0.44 -2.39 0.21  0.0195
C -0.96 -3.03 -0.98  0.0061
O 0.21 -1.28 2.49  0.0368
C -0.06 1.13 -2.06  0.0115
O 0.77 1.29 1.06  0.0275
H 2.01 3.24 -1.06  0.0004
H 0.50 0.38 3.66  0.0006
H -2.24 2.01 -4.47  0.0005
H -1.98 -3.36 -0.80  0.0001
H -0.08 -4.26 1.06  0.0003

***

# 4
The molecule C12H20N2O4 in a non-equilibrium geometry. Source: the Open Molecules 2025 dataset; level of theory: wB97M-V/def2-TZVPD.

The value obtained for the energy is -23937.58121 eV. As for the energy above the lowest of the compared OMol25 structures with the same formula, charge and spin: 44.2 kcal/mol. The calculation puts the HOMO energy at -0.321 Eh. For the max |F|, the calculation gives 4.20 eV/A. The frontier orbital gap comes out at 9.377 eV. Its SMILES is C[C@@H]1CN(CCCN2C(=O)COC2=O)C[C@H](C)O1.

Each line ends with the Löwdin charge.
Element x y z (Å)
C -0.76 -4.17 2.12  -0.4930
C -2.06 3.58 0.28  -0.0463
O 0.11 3.25 -0.56  -0.0587
C -1.48 1.38 -0.64  -0.0960
H 3.31 2.75 -1.04  0.0544
C -0.99 2.61 0.05  -0.4494
C 1.19 2.37 -0.77  -0.3520
H -1.66 4.46 0.79  0.0979
H 0.51 1.67 -2.57  0.1129
O -1.93 -4.10 2.38  0.1470
H 1.51 0.59 -1.82  0.1095
O 2.05 -2.22 1.64  0.0577
N -0.13 -3.12 1.44  0.0816
H -1.72 -2.27 0.44  0.1209
H -0.67 -0.70 -2.70  0.1383
H 2.25 3.46 -2.37  0.0861
O 0.16 -5.02 2.59  0.0733
C -0.67 -2.05 0.54  -0.0925
H 1.10 -1.72 -0.79  0.1363
H -2.03 1.75 -1.51  0.1303
H -2.94 3.10 0.68  0.0868
C 0.73 1.24 -1.64  -0.1395
C -0.71 -0.77 -1.57  -0.2526
H -1.79 -0.95 -1.48  0.1162
C 2.40 3.22 -1.30  -0.0099
H 2.60 4.17 -0.74  0.0904
H -0.06 -2.93 -1.42  0.1221
C 1.43 -4.31 2.66  -0.0062
N -0.31 0.46 -1.01  -0.1350
H 1.46 1.91 0.16  0.1403
C 1.13 -3.04 1.90  -0.4005
H -0.72 2.25 1.04  0.1468
H -2.34 4.05 -0.68  0.0940
H -2.20 0.94 0.01  0.1166
C -0.04 -1.96 -0.87  -0.1440
H -0.60 -1.09 1.02  0.1232
H 2.19 -4.84 2.07  0.1527
H 1.69 -3.99 3.65  0.1404